A structure of composition C40H48Br2N2O5P2Si2W at a distorted geometry, computed with ωB97M-V with the def2-TZVPD basis set.

CARTESIAN COORDINATES (ANGSTROEM)
W (-0.387037, -0.606566, 0.261365)
C (-3.660797, 3.232044, 0.680683)
Si (-3.409881, 1.414453, 0.389267)
C (-4.586752, 0.779640, -0.978272)
C (-3.763087, 0.484260, 2.024070)
N (-1.704725, 0.998633, -0.120175)
P (-0.524111, 1.722590, -1.074792)
C (0.636299, 0.424626, -1.016615)
P (1.161293, -1.015648, -1.806240)
N (0.202872, -2.085244, -0.938678)
Si (-0.528177, -3.608642, -1.106766)
C (-2.312565, -3.492231, -0.506777)
C (-0.561489, -4.201707, -2.915207)
C (0.751303, -4.711525, -0.286602)
C (2.732799, -1.516649, -1.177426)
C (3.356134, -0.965641, -0.059710)
C (4.737418, -1.221560, 0.206566)
C (5.432485, -2.021564, -0.701899)
C (4.735713, -2.708650, -1.698651)
C (3.373085, -2.582059, -1.837108)
C (1.145775, -0.891868, -3.581287)
C (2.291904, -0.865007, -4.422597)
C (2.232481, -0.896040, -5.812879)
C (0.994164, -1.038081, -6.410372)
C (-0.155713, -1.004278, -5.648028)
C (-0.073506, -0.993663, -4.269017)
C (0.076229, 3.030195, -0.012573)
C (-0.344433, 4.363990, -0.145294)
C (0.357259, 5.412385, 0.458164)
C (1.334389, 5.104766, 1.406399)
C (1.581399, 3.780423, 1.776814)
C (0.971339, 2.761293, 1.025539)
C (-0.855757, 2.325661, -2.694439)
C (0.035917, 3.289113, -3.206443)
C (0.002250, 3.661726, -4.561949)
C (-1.090780, 3.283434, -5.310722)
C (-2.123647, 2.525867, -4.771926)
C (-2.002783, 2.046328, -3.471570)
H (-4.567478, 3.354292, 1.319053)
H (-2.860980, 3.700037, 1.250937)
H (-3.884106, 3.848230, -0.183539)
H (-5.570791, 0.735724, -0.441217)
H (-4.649138, 1.532990, -1.800798)
H (-4.361985, -0.259666, -1.359053)
H (-4.596800, 0.998855, 2.536892)
H (-4.073307, -0.544320, 1.672058)
H (-2.892009, 0.429659, 2.660181)
H (-2.772100, -2.575152, -0.900597)
H (-2.881190, -4.370656, -0.896119)
H (-2.363252, -3.497454, 0.564342)
H (-1.490977, -3.912820, -3.457678)
H (0.274016, -3.765212, -3.465390)
H (-0.525617, -5.289168, -3.006426)
H (0.596329, -4.658110, 0.801363)
H (0.565622, -5.801341, -0.564538)
H (1.736103, -4.428091, -0.606886)
H (2.804655, -0.259682, 0.562595)
H (5.238390, -0.862627, 1.116787)
H (6.500228, -2.208544, -0.589177)
H (5.254292, -3.456650, -2.316409)
H (2.827978, -3.252919, -2.519150)
H (3.244022, -0.880094, -3.901837)
H (3.168799, -0.826134, -6.374555)
H (0.947252, -1.171867, -7.484224)
H (-1.124801, -1.135033, -6.115172)
H (-1.010232, -1.149332, -3.767963)
H (-1.154146, 4.596417, -0.823279)
H (0.191491, 6.402291, 0.123044)
H (1.986632, 5.906010, 1.783201)
H (2.248118, 3.486394, 2.575866)
H (1.213903, 1.725989, 1.268928)
H (0.822367, 3.711212, -2.556966)
H (0.796621, 4.216473, -5.017586)
H (-1.064069, 3.617003, -6.316424)
H (-2.976136, 2.251718, -5.373387)
H (-2.767604, 1.367164, -3.058255)
O (-2.754676, -2.813683, 3.126746)
C (-1.757715, -2.171154, 2.905649)
O (-1.476240, -1.693785, 1.662612)
C (-0.714124, -1.928109, 4.116836)
C (0.203260, -3.161286, 4.379255)
C (0.827527, -2.922849, 5.745343)
C (1.926111, -1.889970, 5.569085)
C (1.742251, -1.658113, 4.054427)
O (1.351896, -2.977570, 3.497101)
C (0.407398, -0.838432, 4.067890)
C (0.181846, 0.235042, 2.984178)
O (-0.520608, 1.232721, 3.232820)
O (0.791038, 0.099452, 1.802658)
H (-1.328649, -1.823717, 5.004674)
H (-0.272286, -4.146556, 4.284019)
H (0.157813, -2.691403, 6.597114)
H (1.292104, -3.899699, 5.990944)
H (1.783258, -0.939698, 6.139009)
H (2.915692, -2.388750, 5.752327)
H (2.599672, -1.199853, 3.587281)
H (0.350853, -0.247239, 4.993245)
Br (1.500272, 4.349714, 5.832335)
C (-0.194544, 5.302314, 5.622312)
Br (-1.011702, 5.185500, 3.866057)
H (-0.007035, 6.343599, 5.812243)
H (-0.880751, 4.853101, 6.350329)

Cartesian forces (eV/Å) of the 3 atoms listed first:
W -2.19 1.06 3.32
C -0.47 0.35 0.38
Si -1.19 -0.59 0.76

Results
Net charge   +2
Frontier orbital gap   5.61 eV
HOMO energy   -13.7 eV
DFT total energy   -8515.07964 a.u.
Strongest force on any atom   0.08244 Eh/bohr
LUMO energy   -8.1 eV

A structure of composition C40H48Br9N4O11 at a distorted geometry, computed with ωB97M-V with the def2-TZVPD basis set.

CARTESIAN COORDINATES (ANGSTROEM)
C (-0.880016, -2.604781, -1.997738)
C (-0.185826, -2.278431, -0.622098)
N (0.057654, -0.863151, -0.426458)
C (0.917374, -0.154151, -1.210578)
C (0.867744, 1.212119, -0.854258)
N (-0.060036, 1.321909, 0.153672)
C (-0.421416, 0.063139, 0.489092)
C (-0.207496, 2.491189, 1.023912)
H (-0.799686, -3.691611, -1.976288)
H (-0.300736, -2.118401, -2.782578)
H (-1.924256, -2.293271, -1.972618)
H (0.782164, -2.752371, -0.459398)
H (-0.822706, -2.500181, 0.234252)
H (1.411394, -0.707641, -1.995428)
H (1.442404, 2.030979, -1.261218)
H (-1.002756, -0.119061, 1.380862)
H (0.581854, 3.207969, 0.797532)
H (-0.231976, 2.179489, 2.068102)
H (-1.107506, 2.994689, 0.670972)
C (2.557804, -1.037581, 7.902402)
Br (1.514194, 0.161629, 6.696392)
Br (1.354804, -1.918341, 9.331922)
Br (4.033704, 0.034229, 8.559172)
H (2.949484, -1.898631, 7.360842)
C (-2.922796, 8.026979, 4.965402)
Br (-4.327776, 6.877789, 5.724392)
Br (-3.257316, 7.955349, 2.946412)
Br (-1.278106, 7.071729, 5.616962)
H (-2.879916, 8.993729, 5.467062)
C (0.232224, -8.897081, -7.620728)
Br (0.967974, -10.576931, -6.705788)
Br (1.739364, -7.701141, -8.301848)
Br (-0.919016, -7.767841, -6.365438)
H (-0.244426, -9.073601, -8.584968)
C (-4.572776, 2.208869, -6.041338)
C (-5.844666, 1.686579, -6.227188)
C (-6.352366, 0.710589, -5.411988)
C (-5.664956, 0.309119, -4.304418)
C (-4.439516, 0.904109, -4.031458)
C (-3.899516, 1.818399, -4.939768)
O (-2.786046, 2.395739, -4.476028)
O (-7.592466, 0.201469, -5.704988)
H (-4.200196, 2.957069, -6.725278)
H (-6.406626, 2.154159, -7.022148)
H (-6.043106, -0.446851, -3.632178)
H (-3.969816, 0.718889, -3.076748)
H (-2.164846, 2.263889, -5.195978)
H (-7.895896, 0.503879, -6.564098)
C (-3.856516, -11.088931, -2.237148)
C (-2.580536, -10.684241, -1.939538)
C (-2.428576, -9.479231, -1.396838)
C (-3.476296, -8.743901, -0.873248)
C (-4.763756, -9.096061, -1.190678)
C (-4.980316, -10.240481, -1.897388)
O (-6.227236, -10.796581, -2.004558)
O (-1.199626, -9.130431, -1.025658)
H (-4.068736, -12.123241, -2.464218)
H (-1.718916, -11.309091, -2.122788)
H (-3.240176, -7.844761, -0.323538)
H (-5.523326, -8.562721, -0.638408)
H (-6.757406, -10.000521, -1.921988)
H (-0.606476, -9.859691, -1.220478)
C (-4.502166, 0.274969, 4.886622)
C (-4.289836, -0.836141, 4.104272)
C (-3.802126, -1.977751, 4.751482)
C (-3.350546, -1.934731, 6.104212)
C (-3.580936, -0.768061, 6.818152)
C (-4.141226, 0.298769, 6.250092)
O (-4.354326, 1.385249, 7.027272)
O (-3.707686, -3.158001, 3.957562)
H (-4.882146, 1.158789, 4.395832)
H (-4.664626, -0.751651, 3.094922)
H (-2.977416, -2.817211, 6.602612)
H (-3.458966, -0.835121, 7.889152)
H (-3.530476, 1.550609, 7.491532)
H (-3.755016, -3.968761, 4.469442)
C (5.941244, 1.782379, 3.491712)
C (6.493824, 0.516719, 3.268892)
C (7.765364, 0.242909, 3.616152)
C (8.598574, 1.302059, 4.060302)
C (8.140954, 2.605319, 4.060752)
C (6.775054, 2.782569, 3.962532)
O (6.187044, 4.022619, 4.250902)
O (8.339024, -0.932091, 3.387682)
H (4.944454, 2.130669, 3.264782)
H (5.815954, -0.268901, 2.969402)
H (9.597604, 0.959339, 4.285872)
H (8.823554, 3.358869, 4.424912)
H (6.779774, 4.611219, 4.724002)
H (9.203184, -0.955441, 3.805142)
C (2.056954, 8.342509, -1.909618)
C (2.859224, 7.350259, -1.260568)
C (3.122184, 7.396399, 0.133632)
C (2.503414, 8.441909, 0.870282)
C (1.675834, 9.369309, 0.246332)
C (1.605094, 9.382549, -1.113068)
O (0.884964, 10.356559, -1.645268)
O (4.089084, 6.499779, 0.580982)
H (1.989704, 8.449839, -2.982168)
H (3.194704, 6.640069, -2.001838)
H (2.710634, 8.634879, 1.912502)
H (1.127804, 10.062349, 0.867412)
H (1.280994, 10.637259, -2.473508)
H (4.355054, 6.448919, 1.502002)
C (5.070674, 1.149679, -5.793498)
O (4.085474, 1.709619, -5.294308)
N (5.984104, 0.678339, -5.021058)
N (5.156144, 0.825629, -7.064908)
H (6.124004, 1.063219, -4.097798)
H (6.809144, 0.272639, -5.439158)
H (5.945044, 0.225629, -7.259168)
H (4.585934, 1.188739, -7.815308)

Cartesian forces (eV/Å) of the 3 atoms listed first:
C 1.07 0.11 2.16
C -1.02 0.12 0.46
N 0.19 4.05 1.58

Results
Net charge   +1
Frontier orbital gap   6.56 eV
HOMO energy   -9.2 eV
DFT total energy   -25765.37203 a.u.
Strongest force on any atom   0.11005 Eh/bohr
LUMO energy   -2.7 eV